The following is a quantum chemistry calculation of a 2-piece molecular cluster, NO5S overall, from OMol25.

Atoms and positions in Å:
S  -0.836535  0.787136  1.138602
O  -0.000386  1.606069  2.024048
O  1.357177  -2.158644  -1.301796
O  -1.378297  -0.410423  1.744770
O  -1.632288  1.455305  0.159833
O  1.027553  -0.080141  -1.705985
N  1.462777  -1.199302  -2.059472

Forces on atoms 1 to 3 (eV/Å):
S -0.5 0.7 2.6
O -0.4 -1.1 -1.7
O -0.1 0.1 0.2

The calculation puts the electronic energy at -22560.15449 eV. The total charge is -1. The LUMO energy (spin up / spin down) comes out at 0.0639 / 0.0421 Ha. Its gap between HOMO and LUMO (spin up / spin down) is 5.9 / 4.5 eV. As for the energy relative to the best compared isomer or geometry (same formula, charge and spin): 47.2 kcal/mol.


The following is a quantum chemistry calculation of a 2-piece molecular cluster, C3H7F3N overall, from OMol25.

Atoms and positions in Å:
F  -3.183308  0.852869  -0.809871
F  -2.657386  0.449513  1.223183
F  -3.122600  -1.170615  -0.087576
N  -2.477244  -0.001796  -0.045240
C  0.135235  1.270991  0.252986
C  0.058566  -1.267632  0.143752
C  -0.298867  0.041902  -0.350458
H  -0.603803  0.097147  -1.395379
H  0.775507  -1.701912  -0.562428
H  0.479661  -1.254206  1.146128
H  0.987312  1.591339  -0.373416
H  -0.758921  -1.994143  0.092579
H  0.462803  1.172770  1.284820
H  -0.562207  2.102646  0.132114

Forces on atoms 1 to 3 (eV/Å):
F -0.1 -0.4 0.1
F -0.3 -0.1 -0.2
F -0.2 0.1 -0.1

The calculation puts the electronic energy at -12853.05745 eV. The total charge is +1. The LUMO energy comes out at -0.2186 Ha. Its gap between HOMO and LUMO is 11.6 eV. As for the energy relative to the best compared isomer or geometry (same formula, charge and spin): 0.0 kcal/mol.


The following is a quantum chemistry calculation of C6H12O6S as an isolated structure, from OMol25.

Atoms and positions in Å:
S  -0.584163  1.065713  1.354093
O  -1.460115  2.168058  1.150836
O  0.295519  1.292715  2.446216
O  0.363872  0.674440  0.125792
O  -0.241756  -4.013851  0.901280
O  -1.316577  -0.334773  1.378345
O  1.996420  3.693484  -1.392014
C  -1.592624  -0.672406  -0.007355
C  -1.601603  -2.185190  -0.077812
C  -0.521883  0.044240  -0.849150
C  0.360444  -3.891049  -0.379400
C  2.070820  4.133247  -0.036156
C  -0.250418  -2.727205  0.412567
H  1.258760  3.695416  0.548452
H  -1.701298  -2.527343  -1.102536
H  1.389848  -3.564631  -0.408940
H  -2.348581  -2.601831  0.591955
H  0.438462  -2.006416  0.833042
H  2.082740  2.737757  -1.384946
H  3.033284  3.850474  0.397107
H  -2.558015  -0.289003  -0.333337
H  1.976470  5.215548  -0.022449
H  -0.285803  -4.045043  -1.224387
H  -0.907628  0.868014  -1.444049
H  0.103826  -0.580363  -1.477155

Forces on atoms 1 to 3 (eV/Å):
S 2.0 1.7 1.9
O -0.8 -0.8 -1.5
O 0.1 -1.3 0.2

The calculation puts the electronic energy at -29533.17787 eV. The total charge is 0. The LUMO energy comes out at 0.0135 Ha. Its gap between HOMO and LUMO is 10.6 eV. As for the energy relative to the best compared isomer or geometry (same formula, charge and spin): 42.6 kcal/mol.


The following is a quantum chemistry calculation of a single C15H11FN2O3S molecule, from OMol25.

Atoms and positions in Å:
S  -0.969629  0.954156  -1.862745
F  -5.729467  -2.790353  0.099869
O  1.385736  -0.089708  -1.206790
O  5.563555  -1.356132  0.329652
O  -2.318138  2.310141  1.392621
N  0.856261  1.657274  0.025388
N  2.063911  1.219605  0.423163
C  5.095738  -2.145837  -0.658985
C  0.479789  0.871108  -0.933494
C  -4.950611  -1.695366  0.141996
C  -3.349647  0.547341  0.215683
C  3.869840  -1.734569  -1.063293
C  2.371287  0.190868  -0.308305
C  -2.490111  1.748082  0.339541
C  -4.402719  -1.305011  1.352471
C  4.891314  0.600200  1.629241
C  -4.725214  -0.988590  -1.027532
C  3.561194  -0.599404  -0.255135
C  -1.819821  2.266191  -0.923333
C  -3.920055  0.133063  -0.987884
C  4.641357  -0.416223  0.581583
C  -3.607819  -0.177723  1.381176
H  -4.604283  -1.877760  2.243669
H  5.723428  -2.953340  -0.978086
H  3.251248  -2.160238  -1.825573
H  5.781168  1.179912  1.387604
H  -2.560102  2.689994  -1.602142
H  -5.178201  -1.320721  -1.948120
H  4.030015  1.258208  1.692203
H  -3.753604  0.686702  -1.898213
H  5.058640  0.117581  2.591001
H  -1.079710  3.018655  -0.652607
H  -3.165337  0.161903  2.305390

Forces on atoms 1 to 3 (eV/Å):
S -0.3 0.0 -0.4
F 0.1 0.1 0.0
O 0.0 -0.1 0.0

The calculation puts the electronic energy at -38407.64780 eV. The total charge is 0. The LUMO energy comes out at 0.0040 Ha. Its gap between HOMO and LUMO is 8.4 eV. As for the energy relative to the best compared isomer or geometry (same formula, charge and spin): 0.2 kcal/mol. The SMILES is Cc1occc1-c1nnc(SCC(=O)c2ccc(F)cc2)o1.


The following is a quantum chemistry calculation of a 8-piece molecular cluster, C12H32N4O16 overall, from OMol25.

Atoms and positions in Å:
O  -1.422975  27.998577  6.435261
O  -0.530249  31.282604  3.844552
O  4.032314  30.720577  4.257792
O  -3.011134  35.341118  3.738481
O  -4.524052  34.443062  8.204539
O  -3.394507  36.758826  5.302193
O  -2.253885  31.484286  5.069223
O  -3.054721  34.607838  5.854904
O  -2.279331  29.842350  10.837068
O  -2.304599  29.230545  8.777685
O  -1.129852  28.213406  2.134808
O  1.839374  33.551905  8.773113
O  -3.061364  28.554962  1.271701
O  2.927061  29.212228  5.325128
O  -0.299683  30.953306  6.063878
O  3.310408  32.665477  7.485381
N  2.293174  33.303002  7.672228
N  -2.339569  28.321267  2.210052
N  3.877988  29.943545  5.176106
N  -1.752513  29.660190  9.770322
C  -3.678674  34.388764  9.353947
C  -3.823812  37.120847  6.615289
C  -0.343302  30.067778  9.608614
C  -0.952541  31.240578  5.091458
C  -3.138036  35.504331  5.035111
C  0.691652  30.661302  3.540925
C  -3.043554  31.433769  6.259701
C  4.988946  29.885827  6.205715
C  1.523941  33.773278  6.508713
C  -0.155594  27.527604  6.030315
C  -2.989913  28.119008  3.545085
C  -3.025445  34.014992  3.191175
H  5.894296  30.168424  5.684425
H  -3.149914  35.342227  9.473622
H  1.018317  30.917723  2.536379
H  1.560593  30.884692  4.159349
H  -4.769470  36.647255  6.872620
H  -2.953414  29.081320  4.044564
H  1.184373  34.800603  6.638998
H  0.621002  29.575043  3.608509
H  -3.793607  33.458324  3.727817
H  0.214523  28.140437  5.205438
H  5.056679  28.826148  6.443439
H  -1.374001  28.877998  6.820238
H  0.583894  27.442354  6.832191
H  4.664097  30.480241  7.050852
H  2.101743  33.733061  5.594380
H  -4.199991  34.140102  10.274891
H  -4.016666  38.190375  6.565421
H  0.603333  33.192955  6.554905
H  -3.026904  36.896737  7.322016
H  -3.232527  34.097892  2.132600
H  -3.939067  34.334002  7.433809
H  -2.713674  32.247396  6.907391
H  -2.861719  30.504266  6.797427
H  -2.092901  33.488697  3.383201
H  -0.286013  26.509019  5.659724
H  0.234684  29.412029  10.260275
H  -4.067298  31.605129  5.953161
H  -0.185479  31.049816  10.057404
H  -0.067499  30.122068  8.563714
H  -2.480566  27.330951  4.088695
H  -3.997893  27.761657  3.359778
H  -2.937345  33.601189  9.163522

Forces on atoms 1 to 3 (eV/Å):
O -0.3 -0.4 0.0
O -0.2 0.6 -0.4
O -0.2 0.1 -0.1

The calculation puts the electronic energy at -51671.21236 eV. The total charge is 0. The LUMO energy comes out at -0.0023 Ha. Its gap between HOMO and LUMO is 10.0 eV. The SMILES is C[N+](=O)[O-].C[N+](=O)[O-].C[N+](=O)[O-].C[N+](=O)[O-].COC(=O)OC.COC(=O)OC.CO.CO.


The following is a quantum chemistry calculation of CH2INS as an isolated structure, from OMol25.

Atoms and positions in Å:
I  -4.768359  -0.318505  0.087641
S  -3.161590  1.324348  -0.304797
N  -1.787609  -0.411065  -0.574931
C  -0.850252  -0.341481  0.164627
H  -0.212493  -1.240126  0.044569
H  -0.639254  0.453307  0.820649

Forces on atoms 1 to 3 (eV/Å):
I -0.6 0.0 0.1
S 1.9 -2.4 -0.3
N -5.3 2.2 -2.9

The calculation puts the electronic energy at -21492.89622 eV. The total charge is 0. The LUMO energy comes out at -0.0340 Ha. Its gap between HOMO and LUMO is 7.8 eV. As for the energy relative to the best compared isomer or geometry (same formula, charge and spin): 43.7 kcal/mol.


The following is a quantum chemistry calculation of a 3-piece molecular cluster, C3H13NO2 overall, from OMol25.

Atoms and positions in Å:
O  -0.580686  2.102225  1.813008
O  1.864263  2.083726  0.017040
N  -1.193070  -0.693135  0.902801
C  -0.216243  -0.779996  -0.264310
C  0.146535  -2.249290  -0.533092
C  -0.772767  0.104606  -1.401498
H  0.318232  2.146350  1.430971
H  -0.726237  -2.844747  -0.832209
H  -0.006867  -0.087745  -2.163500
H  0.943757  -2.246461  -1.280807
H  -1.353552  -1.654431  1.203367
H  -0.806336  1.136046  -1.059097
H  0.701099  -0.316257  0.110245
H  2.523469  1.416284  0.251560
H  1.864018  2.015358  -0.945612
H  -0.696916  -0.290915  1.690901
H  0.471652  -2.568349  0.444668
H  -1.779680  -0.246617  -1.612066
H  -0.700675  2.973341  2.227631

Forces on atoms 1 to 3 (eV/Å):
O 0.6 0.6 0.1
O 0.4 -0.4 -0.2
N 0.8 -0.9 -0.5

The calculation puts the electronic energy at -8906.57116 eV. The total charge is 0. The LUMO energy comes out at 0.0173 Ha. Its gap between HOMO and LUMO is 9.4 eV. As for the energy relative to the best compared isomer or geometry (same formula, charge and spin): 19.7 kcal/mol. The SMILES is CC(C)N.O.O.


| no. | M (g mol⁻¹) |
| --- | --- |
| 1 | 126.1 |
| 2 | 114.1 |
| 3 | 212.2 |
| 4 | 318.3 |
| 5 | 488.4 |
| 6 | 187.0 |
| 7 | 95.1 |